Here is C51H47N4Si2V as an isolated structure from the Open Molecules 2025 dataset. Energies are from ωB97M-V/def2-TZVPD.

```
105
Properties=species:S:1:pos:R:3:lowdin_spin:R:1
V -0.36509 0.02443 -0.08250 1.939
C -0.11155 5.38409 -5.59698 0.000
C 0.98496 4.67124 -5.13203 0.000
C 0.82333 3.70843 -4.14445 -0.001
C -0.43542 3.45091 -3.60729 -0.001
C -1.53265 4.16525 -4.08498 0.000
C -1.37189 5.12730 -5.07300 0.000
C -0.58648 2.40242 -2.55578 -0.006
C -0.89535 2.79219 -1.25068 0.009
C -1.17849 4.14205 -0.86524 0.000
C -1.39304 4.14070 0.47283 0.004
C -1.21988 2.79420 0.92862 0.004
N -0.93463 1.97051 -0.14028 -0.004
C -1.25342 2.42349 2.27450 0.006
C -1.07114 1.12229 2.72540 0.008
C -1.20317 0.72296 4.10560 0.007
C -1.07730 -0.62111 4.13726 0.006
C -0.89849 -1.05160 2.77350 0.010
C -0.96038 -2.37703 2.36162 0.004
C -1.08345 -3.44280 3.40303 0.000
C 0.01825 -4.20703 3.77481 0.000
C -0.10670 -5.19808 4.74006 0.000
C -1.33492 -5.43593 5.34315 0.000
C -2.43954 -4.67921 4.97492 0.000
C -2.31306 -3.68904 4.00991 0.000
C -1.04131 -2.75779 1.02273 0.005
N -0.95056 -1.92821 -0.07599 -0.005
C -1.16688 -2.74009 -1.17293 0.012
C -1.04638 -2.37603 -2.50978 -0.009
C -1.24070 -3.43555 -3.54787 -0.001
C -0.15336 -4.18075 -3.99668 0.000
C -0.32739 -5.16293 -4.96368 0.000
C -1.58956 -5.40947 -5.48891 0.000
C -2.67700 -4.66956 -5.04442 0.000
C -2.50273 -3.68626 -4.07827 0.000
C -0.74729 -1.08861 -2.93842 0.014
C -0.64065 -0.69505 -4.32246 0.008
C -0.46344 0.64324 -4.33292 0.012
C -0.47965 1.07339 -2.95401 0.012
N -0.59520 -0.00332 -2.12298 -0.002
C -1.41368 -4.08602 -0.74654 0.001
C -1.31453 -4.10085 0.60479 0.006
N -0.82484 0.02992 1.93688 0.006
C -1.50689 3.48837 3.28907 0.000
C -2.77861 4.02966 3.45716 0.000
C -3.00288 5.02280 4.40151 0.000
C -1.95608 5.48396 5.18896 0.000
C -0.68587 4.94587 5.02818 0.000
C -0.46262 3.95277 4.08387 0.000
H 0.01517 6.13673 -6.36540 0.000
H 1.97025 4.86576 -5.53801 0.000
H 1.67875 3.15042 -3.77937 0.000
H -2.51782 3.95213 -3.68439 0.000
H -2.23365 5.67237 -5.43952 0.000
H -1.18400 4.99009 -1.53095 0.000
H -1.61642 4.98458 1.10645 0.000
H -1.39595 1.39907 4.92346 0.000
H -1.14585 -1.27783 4.99058 0.000
H 0.97710 -4.02246 3.30396 0.000
H 0.75725 -5.78547 5.02391 0.000
H -1.43103 -6.20840 6.09752 0.000
H -3.40295 -4.86094 5.43633 0.000
H -3.17523 -3.09822 3.71728 0.000
H 0.82930 -3.98910 -3.57851 0.000
H 0.52500 -5.73808 -5.30542 0.000
H -1.72513 -6.17534 -6.24246 0.000
H -3.66400 -4.85659 -5.45125 0.000
H -3.35035 -3.10608 -3.72941 0.000
H -0.72556 -1.36493 -5.16544 0.000
H -0.37577 1.29777 -5.18738 0.001
H -1.61797 -4.91291 -1.40908 0.000
H -1.43368 -4.94460 1.26763 0.000
H -3.59607 3.66305 2.84512 0.000
H -3.99854 5.43216 4.52478 0.000
H -2.12944 6.26070 5.92403 0.000
H 0.13510 5.30043 5.63942 0.000
H 0.52886 3.53027 3.95773 0.000
C 2.86461 -2.13191 1.50300 0.001
Si 2.72162 -1.47555 -0.24882 -0.007
C 1.95905 -2.76107 -1.38788 0.001
C 4.48314 -1.43986 -0.93104 -0.003
C 1.77652 0.14365 -0.27202 -0.035
Si 2.66539 1.46972 0.72314 -0.005
C 2.43113 1.29882 2.58218 0.000
C 4.54711 1.46943 0.52943 -0.003
C 2.24083 3.21458 0.18527 0.000
H 3.11592 -3.19920 1.49414 0.000
H 1.93528 -1.98942 2.05983 0.000
H 3.66295 -1.61125 2.04079 0.000
H 2.54158 -3.68723 -1.33508 0.000
H 1.99696 -2.39652 -2.42131 0.000
H 0.92344 -3.00160 -1.14736 0.000
H 4.78549 -2.47791 -1.11325 0.000
H 5.21495 -0.99687 -0.25648 0.000
H 4.54131 -0.90841 -1.88863 0.000
H 1.83004 0.47558 -1.32412 0.006
H 3.01843 0.45499 2.95638 0.000
H 1.39220 1.13582 2.87997 0.000
H 2.79844 2.20287 3.08296 0.000
H 5.01936 0.68886 1.13225 0.000
H 4.93116 2.43307 0.88721 0.000
H 4.87469 1.34256 -0.50842 0.000
H 1.19942 3.48850 0.32711 0.000
H 2.48838 3.35595 -0.87435 0.000
H 2.85081 3.91771 0.76422 0.000
```

Spin multiplicity: 3
Gap between HOMO and LUMO (spin up / spin down) (eV): 5.93 / 5.78
Energy (hartree): -3713.818149
Strongest force on any atom (eV/Å): 1.09
LUMO (spin up / spin down) (eV): -1.3 / -1.3
E_HOMO (spin up / spin down) (eV): -7.22 / -7.13
Total charge: 0

Here is C30H27BrN5O6Ru as an isolated structure from the Open Molecules 2025 dataset. Energies are from ωB97M-V/def2-TZVPD.

```
70
Properties=species:S:1:pos:R:3:nbo_charge:R:1
Ru -0.82011 -0.71548 1.25257 1.357
C 0.17685 -4.78589 2.40435 -0.697
C 0.25979 -3.29695 2.61458 0.554
O -0.75172 -2.61490 2.41407 -0.628
C 1.50988 -2.74397 3.06683 -0.390
C 1.80222 -1.40139 3.19706 0.257
C 3.12686 -0.96547 3.75499 -0.667
N 0.90887 -0.46734 2.79559 -0.318
N 1.28698 0.78746 2.96723 -0.371
C 0.26039 1.63632 2.67314 0.583
O -0.91569 1.28048 2.44802 -0.675
C 0.62176 3.07813 2.60234 -0.067
C -0.28001 3.96673 2.02331 -0.189
C 0.04290 5.31032 1.90470 -0.223
C 1.26671 5.77401 2.37307 -0.201
C 2.16464 4.89045 2.95906 -0.209
C 1.84745 3.54551 3.06867 -0.196
H -0.71766 -5.01412 1.83076 0.242
H 0.12494 -5.29785 3.36845 0.235
H 1.06014 -5.15328 1.87903 0.223
H 2.28468 -3.44820 3.34152 0.210
H 3.72477 -1.82602 4.04683 0.214
H 2.97612 -0.31650 4.61750 0.241
H 3.66790 -0.37475 3.01371 0.233
H -1.23114 3.58706 1.67124 0.227
H -0.66096 5.99728 1.45088 0.212
H 1.51956 6.82305 2.28297 0.212
H 3.11527 5.25310 3.33012 0.212
H 2.54027 2.84622 3.51615 0.235
O 3.56593 0.92741 -4.31100 -0.717
C 4.01778 0.00843 -3.33428 -0.087
C 2.97904 -0.13073 -2.25692 0.029
C 3.17134 -1.02536 -1.21665 -0.246
C 2.20843 -1.11353 -0.22915 0.072
N 1.09925 -0.38049 -0.23002 -0.454
C 0.89425 0.46032 -1.24111 0.182
C 1.81485 0.61917 -2.26644 -0.235
C -0.39909 1.21276 -1.22998 0.269
C -0.65513 2.26304 -2.09459 -0.242
C -1.88416 2.90664 -2.05060 0.010
C -2.19478 4.01079 -3.02872 -0.089
O -2.14251 3.55113 -4.37210 -0.702
C -2.81296 2.47706 -1.12006 -0.251
C -2.47747 1.43296 -0.27395 0.087
N -1.30220 0.81010 -0.33563 -0.487
H 4.21947 0.98305 -5.01442 0.481
H 4.94983 0.34945 -2.87269 0.182
H 4.20547 -0.97662 -3.77163 0.183
H 4.05422 -1.65186 -1.16942 0.221
H 2.32607 -1.79721 0.60355 0.214
H 1.63667 1.30004 -3.08389 0.241
H 0.09319 2.59042 -2.80383 0.228
H -1.44277 4.79591 -2.96080 0.197
H -3.16529 4.45367 -2.79112 0.171
H -2.79222 2.84857 -4.48342 0.470
H -3.78449 2.94962 -1.04286 0.225
H -3.16537 1.06611 0.47516 0.230
Br -2.55855 -6.16624 -4.09707 0.053
C -3.30732 -5.07110 -2.74712 -0.141
C -4.65726 -5.17729 -2.44874 0.014
N -5.23952 -4.43411 -1.51142 -0.406
C -4.47927 -3.56273 -0.84688 0.064
C -3.12306 -3.39490 -1.08266 -0.181
C -2.51948 -4.17124 -2.05971 -0.159
C -2.32087 -2.40032 -0.29163 0.769
O -2.92954 -1.67622 0.53859 -0.737
O -1.08010 -2.33536 -0.49071 -0.743
H -5.28552 -5.88070 -2.98272 0.202
H -4.96643 -2.96776 -0.08466 0.218
H -1.46205 -4.05689 -2.25744 0.249
```

Spin multiplicity: 6
Gap between HOMO and LUMO (spin up / spin down) (eV): 6.98 / 6.25
Energy (hartree): -4553.503801
Relative energy (zero: lowest compared OMol25 entry of this formula, charge and spin) (kcal per mole): 11.3
Strongest force on any atom (eV/Å): 0.64
LUMO (spin up / spin down) (eV): -0.3 / -1.3
E_HOMO (spin up / spin down) (eV): -7.26 / -7.58
Total charge: 0

Here is C2H10F6FeNO9S2 as an isolated structure from the Open Molecules 2025 dataset. Energies are from ωB97M-V/def2-TZVPD.

```
31
Properties=species:S:1:pos:R:3:nbo_charge:R:1
Fe 21.62468 -17.75292 -14.10730 1.582
C 17.70767 -17.17031 -14.61769 0.768
F 18.61864 -16.76376 -15.49588 -0.336
F 17.24389 -16.11441 -13.94720 -0.298
F 16.73103 -17.71208 -15.30544 -0.272
S 18.40694 -18.42863 -13.35825 2.127
O 18.65609 -17.75263 -12.09253 -0.906
O 17.38096 -19.45459 -13.20547 -0.850
N 19.88120 -18.93411 -14.11385 -1.310
S 19.60681 -20.27440 -14.98088 2.189
O 18.33286 -20.33350 -15.63925 -0.871
O 20.73821 -20.46688 -15.88867 -0.964
C 19.65227 -21.74274 -13.82728 0.737
F 20.83501 -22.33710 -13.81215 -0.298
F 19.25406 -21.48918 -12.58405 -0.301
F 18.76538 -22.61958 -14.29450 -0.290
O 23.12160 -19.01044 -14.82442 -0.992
H 24.06912 -19.17338 -14.74592 0.521
H 22.82653 -19.57598 -15.55953 0.539
O 21.37408 -17.35057 -16.25357 -0.987
H 20.55649 -17.54586 -16.73313 0.526
H 21.99529 -17.05802 -16.93072 0.511
O 22.02380 -18.22214 -12.11549 -0.978
H 21.99179 -19.15927 -11.87553 0.523
H 21.89949 -17.74990 -11.28228 0.521
O 23.16383 -16.16640 -14.04851 -0.974
H 23.61568 -16.02291 -13.20740 0.510
H 23.59518 -15.56360 -14.66594 0.518
O 20.45376 -16.03130 -13.53280 -0.976
H 20.12346 -15.40015 -14.18550 0.515
H 20.36222 -15.58031 -12.68438 0.519
```

Spin multiplicity: 5
Gap between HOMO and LUMO (spin up / spin down) (eV): 9.96 / 9.65
Energy (hartree): -3473.192456
Relative energy (zero: lowest compared OMol25 entry of this formula, charge and spin) (kcal per mole): 14.7
Strongest force on any atom (eV/Å): 3.29
LUMO (spin up / spin down) (eV): -3.8 / -3.8
E_HOMO (spin up / spin down) (eV): -13.77 / -13.46
Total charge: +1

Here is a 2-piece molecular cluster, C5H11NO overall from the Open Molecules 2025 dataset. Energies are from ωB97M-V/def2-TZVPD.

```
18
Properties=species:S:1:pos:R:3:nbo_charge:R:1
C 0.36109 1.86150 -0.07132 -0.609
C 1.62875 1.47288 -0.82800 -0.618
C 1.44167 -1.65496 0.12012 -0.008
N 0.20842 -1.45474 0.56478 -0.653
C -0.92480 -1.34302 -0.32209 0.697
O -0.80241 -1.36003 -1.51362 -0.498
C -2.23464 -1.17451 0.41023 -0.735
H 0.25659 2.94930 0.00258 0.207
H -0.53185 1.47793 -0.58089 0.200
H 0.36537 1.46515 0.95299 0.187
H 1.63749 1.91022 -1.83190 0.207
H 2.52686 1.81778 -0.30345 0.198
H 1.70375 0.38594 -0.94937 0.227
H 2.07561 -1.64666 1.03053 0.101
H -0.03598 -1.33631 1.54939 0.374
H -2.27460 -0.17934 0.87045 0.242
H -2.34785 -1.92184 1.20366 0.229
H -3.05346 -1.26929 -0.30411 0.252
```

Gap between HOMO and LUMO (eV): 9.13
Energy (hartree): -327.016828
Relative energy (zero: lowest compared OMol25 entry of this formula, charge and spin) (kcal per mole): 71.9
Strongest force on any atom (eV/Å): 0.58
LUMO (eV): 0.3
E_HOMO (eV): -8.81
Total charge: 0

Here is a 2-piece molecular cluster, C29H38N3O7 overall from the Open Molecules 2025 dataset. Energies are from ωB97M-V/def2-TZVPD.

```
77
Properties=species:S:1:pos:R:3:mulliken_charge:R:1
C -1.98180 4.50985 -2.06934 -1.005
N -2.17333 3.10917 -1.74918 0.224
C -3.40212 2.59173 -2.18657 0.474
O -4.28270 3.29462 -2.68156 -0.662
N -3.52586 1.20680 -2.01773 0.179
C -4.82735 0.63878 -2.30996 -1.062
C -2.72652 0.51228 -1.08007 0.231
O -3.18182 -0.40718 -0.39658 -0.548
C -1.32928 0.94894 -0.98861 0.129
C -0.43575 0.18678 -0.26061 0.877
C 0.68249 0.84232 0.40362 -0.524
C 0.38946 2.04698 1.08653 -1.081
C 1.37973 2.90276 1.55369 0.448
C 2.74449 2.52061 1.42878 0.285
N 3.72614 3.39014 1.80457 0.014
C 3.44878 4.56536 2.62069 -0.691
C 2.13590 5.23437 2.25687 -0.843
C 0.98327 4.23550 2.09410 -0.432
C 5.11408 2.96678 1.89233 -0.654
C 5.48617 2.02109 0.76738 -0.922
C 4.47891 0.87682 0.62051 -0.503
C 3.05356 1.27044 0.82256 0.927
C 2.03172 0.42100 0.38511 -1.129
C -1.03563 2.26918 -1.60628 -0.149
O 0.07635 2.66635 -1.94713 -0.639
H -1.17498 4.93899 -1.46610 0.269
H -1.74971 4.65383 -3.13485 0.317
H -2.92777 5.01346 -1.84720 0.378
H -4.79926 -0.41669 -2.04223 0.366
H -5.59808 1.15255 -1.72242 0.327
H -5.04544 0.74767 -3.37288 0.305
H -0.59379 -0.88686 -0.15692 -0.398
H -0.65415 2.31480 1.24513 0.678
H 3.46029 4.28892 3.69160 0.314
H 4.27396 5.26980 2.47108 0.381
H 1.88131 5.95304 3.04416 0.358
H 2.26268 5.80372 1.32725 0.316
H 0.23272 4.68203 1.42606 0.217
H 0.47417 4.11218 3.06223 0.329
H 5.74606 3.86267 1.86283 0.386
H 5.29240 2.47866 2.86943 0.312
H 5.54892 2.57257 -0.17565 0.315
H 6.47938 1.60710 0.96486 0.363
H 4.57041 0.45093 -0.38529 0.343
H 4.74949 0.07577 1.32712 0.315
H 2.27774 -0.55992 -0.02085 0.314
C -3.65877 -3.23398 3.09064 -1.230
C -2.20636 -3.46829 2.77607 -0.242
O -1.84491 -2.69759 1.62056 0.040
C -0.53946 -2.92660 1.30421 0.472
C -0.17623 -2.89101 -0.11626 0.643
C 0.97149 -3.75878 -0.60345 0.154
C 0.44845 -5.14712 -1.00846 -1.466
C 2.17113 -3.83158 0.34382 -1.209
C -1.30724 -2.86906 -1.09243 0.774
O -2.50161 -2.91361 -0.88648 -0.697
O -0.75619 -2.89590 -2.33623 -0.291
C -1.60656 -2.95165 -3.49819 -0.297
C -2.73316 -3.94867 -3.45186 -1.071
O 0.23325 -3.21551 2.22657 -0.820
H -3.92806 -3.84357 3.95607 0.404
H -3.86834 -2.19088 3.37252 0.284
H -4.30305 -3.53729 2.25775 0.254
H -1.57216 -3.20668 3.63420 0.263
H -2.03258 -4.52906 2.49325 0.249
H 1.30278 -3.26299 -1.52814 0.187
H -0.24020 -5.00900 -1.84828 0.197
H 1.25231 -5.80532 -1.35320 0.489
H -0.03846 -5.61245 -0.15826 0.257
H 2.73947 -2.89430 0.32523 0.147
H 1.83167 -3.99009 1.37186 0.232
H 2.84003 -4.64318 0.03787 0.404
H -2.02560 -1.93787 -3.62796 0.174
H -0.90992 -3.17267 -4.32478 0.293
H -3.23682 -3.87819 -4.41922 0.415
H -2.39525 -4.98616 -3.30676 0.280
H -3.44490 -3.68763 -2.66115 0.263
```

Gap between HOMO and LUMO (eV): 5.59
Energy (hartree): -1818.874393
Strongest force on any atom (eV/Å): 2.48
LUMO (eV): 2.2
E_HOMO (eV): -3.38
Total charge: -1

Here is one molecule with the formula C3H3IN2O from the Open Molecules 2025 dataset. Energies are from ωB97M-V/def2-TZVPD.

```
10
Properties=species:S:1:pos:R:3:nbo_charge:R:1
C 0.62716 -0.78923 -0.18852 -0.382
C 1.30712 0.29009 0.06516 -0.183
C -0.85262 -0.65180 -0.05709 0.631
N -0.75324 1.82775 -0.07323 -0.170
N -1.34558 0.79256 -0.05950 -0.274
O -1.68669 -1.46847 0.23589 -0.493
I 3.40279 -0.02074 0.28690 0.127
H 1.00965 -1.80928 -0.36373 0.246
H 0.82116 1.12858 0.19612 0.211
H -2.52974 0.70054 -0.04199 0.287
```

Gap between HOMO and LUMO (eV): 7.83
Energy (hartree): -598.413431
Relative energy (zero: lowest compared OMol25 entry of this formula, charge and spin) (kcal per mole): 77.0
Strongest force on any atom (eV/Å): 6.67
LUMO (eV): -0.8
E_HOMO (eV): -8.63
Total charge: 0

The lowest energy belongs to which entry?
C30H27BrN5O6Ru